123
Properties=species:S:1:pos:R:3:forces:R:3 method="wB97M-V/def2-TZVPD" largest_force_ev_per_a=3.364 multiplicity=1 total_charge=0 e_homo_ha=-0.3425 e_above_lowest_kj_mol=51.2 lumo_ev=-0.120 orbital_gap_ev=9.200 total_energy_ha=-2734.3902
C 1.2313 -3.0255 -0.5947 0.17 -0.69 -0.26
C 5.1443 -5.8312 1.4532 0.03 -0.02 -0.08
H -7.2548 0.1347 1.1969 -0.34 0.48 0.28
H -4.2834 8.1284 -0.9271 0.02 0.02 -0.01
H 1.6775 -2.1160 -0.2261 -0.03 0.40 -0.07
H -0.7221 0.0573 -3.1114 -0.21 0.00 0.06
C -0.2822 -2.9328 -0.7353 0.30 0.50 0.39
H 5.8394 0.2414 1.0862 -0.02 -0.01 0.00
H 8.1305 1.2026 -1.7537 -0.02 -0.02 -0.03
H -2.5334 -1.8425 -1.1053 -0.03 0.19 -0.37
H 6.8236 -3.5301 1.5174 -0.02 0.00 0.02
C 6.9243 1.7220 -0.0264 0.10 -0.06 -0.07
C -3.3056 -0.8354 0.6497 0.21 -0.34 -0.62
C 1.5641 -3.0151 -3.2065 0.29 -0.50 0.40
C -2.4848 -1.9786 -0.0347 0.32 0.36 0.87
H 6.7696 -0.4096 -0.2408 0.02 0.01 0.00
H -0.8605 -2.4660 1.3134 0.34 0.15 0.41
H -0.6110 -1.1326 -5.5985 -0.07 0.00 -0.16
H 4.3747 -0.5764 -0.6937 -0.04 0.01 0.00
H 3.4170 -4.9407 0.5540 0.04 0.00 -0.05
H -3.5729 8.9399 0.4473 0.04 -0.01 0.00
C -4.1854 -0.1619 -0.4058 -0.25 0.90 0.61
H 2.4405 -1.3953 -3.9612 0.38 0.28 0.25
H 2.2123 -3.4914 -3.9319 0.08 -0.24 -0.29
H -9.5197 -2.8781 -1.5313 -0.37 -0.10 -0.12
H 8.1808 -4.3179 2.2869 -0.01 0.03 0.02
C -6.2023 -0.0474 1.1217 0.02 -0.04 0.31
H -2.8947 6.1327 -0.5629 -0.01 0.01 -0.02
H -1.8881 -0.2428 2.1941 0.07 -0.10 0.35
H -6.0555 0.9366 -0.6638 -0.26 -0.17 -0.61
F -5.1135 3.5728 1.2283 0.30 -0.13 0.51
C -2.4128 0.1815 1.3464 -0.22 0.58 -0.61
H 2.7834 0.5122 1.0272 0.00 -0.02 0.05
C -4.8900 7.3113 0.9588 -0.01 0.13 -0.03
O -1.4411 0.6559 0.3864 0.01 -1.03 0.20
O 0.4950 -0.1180 -0.8369 -0.64 0.16 -1.23
C 0.5529 -1.0531 -4.1724 -0.35 0.38 -0.29
N 1.6322 -1.5524 -3.3732 -0.28 -0.20 -0.20
H -5.7747 7.9456 1.0270 -0.03 -0.05 0.04
H 3.0407 1.4018 -1.2859 0.00 0.00 0.00
C -3.2092 1.3682 1.8575 -0.68 0.04 1.24
H -2.5595 3.3173 1.8367 -0.09 0.06 0.23
H -0.8438 7.7167 2.8392 -0.03 0.01 0.02
H -5.5703 -2.8362 0.9425 0.14 0.06 0.30
C -1.8168 6.8036 1.1651 -0.05 -0.06 0.02
H 1.4241 -3.7743 0.1660 0.11 -0.07 0.41
H -8.5278 -0.7115 -2.3581 -0.20 0.18 -0.02
H 7.7578 1.6517 0.6776 -0.02 0.02 0.03
C -8.7764 -2.2029 -1.1258 0.44 -0.13 0.09
H 0.6920 0.7504 -3.3303 0.06 0.02 0.19
H 8.4393 -5.8492 0.3270 -0.03 -0.03 -0.02
C 7.3388 -4.4901 1.6115 0.07 -0.09 -0.04
H -0.0205 9.7482 1.7078 0.03 0.01 -0.02
O -4.1224 3.2538 -0.6994 -0.03 -0.32 2.46
C -0.9744 -2.0527 0.3213 -1.32 -0.03 -0.94
H -0.9504 6.1833 0.9125 0.01 0.01 0.00
H -0.6105 -2.5866 -1.7081 0.14 0.20 -0.29
N -0.0113 0.2063 -3.8157 0.44 0.09 0.08
H 7.0836 -5.0508 -0.4800 0.00 -0.02 -0.01
H 2.0928 -4.5839 -1.8513 -0.22 -0.41 -0.12
H -3.4773 -3.4061 1.2693 0.01 -0.01 0.35
H 4.8084 -3.8814 0.5723 0.01 -0.01 -0.02
H -0.7001 -3.9190 -0.6052 -0.13 -0.39 -0.11
C -5.5463 -3.4460 0.0339 -0.55 0.09 -0.35
H -2.5794 -4.1441 -0.0576 0.26 -0.22 0.13
H -3.6730 0.7150 -0.7926 0.34 0.11 -0.24
S -0.2507 -0.4068 0.3336 2.02 0.32 0.50
O -4.3302 -3.3394 -0.6226 0.19 -0.03 0.24
H -5.8013 -4.4837 0.2835 0.18 -0.26 0.11
C -5.5509 0.2873 0.0291 0.17 -0.12 -0.21
H 4.0448 1.6123 1.6035 0.00 0.00 -0.01
H -2.1884 8.6518 2.2286 -0.02 -0.02 0.00
N -2.9557 2.6379 1.1987 -0.55 -0.19 0.09
H 4.5210 -3.5625 3.0589 -0.01 -0.01 0.02
O -8.1021 -1.5450 -2.1699 0.29 -0.01 -0.27
O -6.4914 -2.9511 -0.8569 0.14 0.18 0.01
H -4.3429 -0.7991 -1.2618 -0.07 -0.41 -0.23
C 2.0114 -3.5054 -1.8356 0.22 0.91 0.14
C 4.2620 -4.6175 1.1688 -0.10 -0.03 0.11
H 3.0277 -3.1486 -1.7001 0.35 -0.02 0.12
H 3.0708 -3.1113 2.1717 -0.01 0.01 0.04
C 6.4156 -5.5284 2.2469 -0.02 0.03 0.06
C 4.8702 0.3904 -0.8345 0.02 0.01 -0.08
H -9.2603 -1.4838 -0.4776 -0.25 0.14 0.24
H -0.8174 9.2895 0.2084 0.02 -0.01 -0.02
H 0.5211 8.3166 0.8310 -0.01 0.00 -0.04
H 5.1644 0.4247 -1.8880 0.01 -0.02 0.01
C -2.5970 7.0887 -0.1195 0.06 0.01 -0.07
H 0.5785 -3.4007 -3.4075 -0.48 0.17 -0.25
C -0.3587 8.8964 1.1165 -0.08 0.04 0.09
H 6.9704 -6.4623 2.3813 0.02 0.00 -0.01
C -3.8415 7.9544 0.0570 -0.07 -0.11 0.02
C 3.8587 1.5036 -0.5678 -0.06 -0.05 0.05
O 0.5213 -0.3169 1.5326 -0.49 -0.08 1.01
C 3.2763 1.4647 0.8414 0.09 0.12 -0.10
H -2.4332 6.1990 1.8402 -0.02 0.02 0.00
C -7.7779 -3.0409 -0.2998 0.01 -0.05 -0.32
H 4.5598 -6.5748 2.0043 -0.02 0.01 0.00
H -5.2008 6.3426 0.5619 0.00 -0.02 0.02
C 6.1207 0.4252 0.0454 -0.03 -0.02 0.07
C 7.4825 2.0143 -1.4165 -0.03 0.09 0.09
H -1.9360 7.5623 -0.8502 0.03 -0.02 0.02
O -3.9930 1.2347 2.7672 0.95 0.12 -0.90
C -1.3358 8.0419 1.9188 0.11 -0.03 -0.02
H 8.0729 2.9318 -1.4081 0.02 -0.01 -0.04
H -4.5144 7.1586 1.9719 -0.01 0.00 0.01
H -3.8972 -1.2871 1.4314 -0.37 -0.12 0.23
H -8.0800 -4.0870 -0.3094 -0.20 -0.25 0.10
H 2.5324 2.2529 0.9684 -0.04 -0.03 0.04
H 6.3142 2.5653 0.3078 -0.03 -0.02 0.01
C -3.1896 -3.2980 0.2296 -0.21 -0.12 -0.84
H 4.3106 2.4827 -0.7547 0.04 -0.03 -0.02
C 7.8829 -4.9129 0.2497 -0.02 0.12 0.05
H 8.5593 -4.1538 -0.1455 0.01 -0.02 -0.03
C -4.0778 3.1517 0.5089 0.15 0.53 -3.32
H 3.1327 -4.6578 3.0213 0.03 -0.01 0.03
H -5.7122 -0.4664 1.9820 -0.02 -0.54 0.13
H -7.7587 -2.7195 0.7419 -0.03 0.21 0.20
H 6.6873 2.1434 -2.1519 0.00 -0.02 -0.02
H 6.1475 -5.1935 3.2529 -0.02 -0.01 0.00
H 5.4102 -6.3045 0.5037 0.02 -0.01 0.01
C 3.7191 -3.9509 2.4300 -0.01 0.08 -0.14
N 0.1356 -1.6811 -5.1824 -0.16 -0.42 0.06